# 1
61
Properties=species:S:1:pos:R:3 method="wB97M-V/def2-TZVPD" homo_lumo_gap_ev=10.015 smiles="COC[C@H](C)N.NC(N)=O.CCO.CCO.CCO.CCO" spin_multiplicity=1 homo_ev=-9.42 de_lowest_kj_mol=11.3
C 0.105 -1.386 -2.177
O -0.213 -2.430 -1.299
C -1.610 -2.558 -1.045
C -2.199 -3.862 -1.672
C -2.378 -3.798 -3.171
N -3.503 -4.216 -1.199
H -0.015 -0.456 -1.621
H -0.621 -1.430 -2.989
H 1.103 -1.570 -2.575
H -1.688 -2.665 0.037
H -2.106 -1.615 -1.276
H -1.672 -4.787 -1.438
H -1.411 -3.657 -3.653
H -2.986 -2.961 -3.515
H -2.829 -4.645 -3.687
H -3.748 -5.107 -1.607
H -3.419 -4.411 -0.212
N -4.450 0.741 -0.097
C -3.285 1.165 -0.260
N -2.747 1.626 0.793
O -2.796 1.260 -1.337
H -5.118 0.580 -0.837
H -4.841 0.813 0.831
H -2.940 1.348 1.745
H -1.775 1.861 0.646
C 1.077 4.537 0.643
C 0.839 5.568 -0.488
O 0.582 6.843 0.056
H 2.017 4.665 1.181
H 1.248 3.546 0.222
H 0.292 4.585 1.398
H -0.058 5.347 -1.066
H 1.612 5.494 -1.254
H -0.252 6.742 0.519
C 0.120 -3.634 3.174
C 0.227 -2.474 4.060
O -0.696 -1.537 3.668
H -0.945 -3.837 3.056
H 0.573 -4.535 3.588
H 0.609 -3.533 2.205
H 1.269 -2.157 4.019
H 0.041 -2.585 5.128
H -0.361 -1.170 2.846
C 1.409 1.017 1.808
C 1.205 -0.072 0.796
O -0.171 -0.469 0.982
H 2.375 1.510 1.695
H 1.371 0.655 2.835
H 0.544 1.680 1.817
H 1.810 -0.975 0.875
H 1.482 0.157 -0.233
H -0.394 -1.156 0.350
C 3.508 2.241 -1.394
C 5.033 2.185 -1.491
O 5.517 1.131 -0.743
H 3.163 2.537 -0.403
H 2.882 1.361 -1.537
H 3.280 3.061 -2.075
H 5.533 3.105 -1.190
H 5.452 1.937 -2.466
H 4.947 0.392 -0.966

=====

# 2
165
Properties=species:S:1:pos:R:3 method="wB97M-V/def2-TZVPD" homo_lumo_gap_ev=7.570 spin_multiplicity=1 homo_ev=-10.16 total_charge=+1
Hf 0.460 -1.365 -0.880
C -1.429 0.007 -3.637
O -0.866 0.094 -2.308
C -1.286 1.327 -1.733
C -0.476 2.437 -1.903
C 0.904 2.336 -2.510
C 1.964 2.442 -1.443
C 2.774 3.562 -1.360
C 3.767 3.693 -0.390
C 3.944 2.619 0.474
C 3.149 1.476 0.416
C 3.395 0.327 1.365
C 2.260 0.160 2.352
C 2.098 1.041 3.406
C 1.037 0.933 4.309
C 0.124 -0.090 4.103
C 0.246 -0.998 3.052
C -0.837 -2.028 2.822
C -2.065 -1.315 2.321
C -3.036 -0.881 3.209
C -4.132 -0.121 2.807
C -4.221 0.172 1.453
C -3.269 -0.257 0.530
C -3.391 0.179 -0.913
C -2.540 1.405 -1.158
C -2.983 2.657 -0.737
C -2.208 3.802 -0.875
C -0.948 3.659 -1.456
C -2.682 5.183 -0.422
C -1.760 5.687 0.699
C -2.618 6.156 -1.610
C -4.118 5.152 0.103
C -2.182 -0.992 0.976
O -1.214 -1.399 0.093
C -5.156 0.354 3.837
C -6.245 1.219 3.203
C -4.442 1.189 4.911
C -5.819 -0.862 4.497
C 1.319 -0.847 2.199
O 1.546 -1.830 1.190
C 2.518 -2.774 1.691
C 0.900 1.934 5.458
C -0.244 1.563 6.405
C 0.618 3.327 4.872
C 2.207 1.974 6.263
C 2.127 1.418 -0.518
O 1.262 0.364 -0.548
C 4.613 4.964 -0.333
C 5.407 5.105 -1.640
C 3.689 6.180 -0.166
C 5.598 4.943 0.834
H -2.512 0.069 -3.570
H -1.141 -0.943 -4.058
H -1.050 0.835 -4.236
H 1.054 3.141 -3.229
H 1.009 1.393 -3.047
H 2.619 4.355 -2.086
H 4.728 2.645 1.223
H 4.328 0.514 1.897
H 3.523 -0.588 0.793
H 2.822 1.844 3.512
H -0.731 -0.195 4.760
H -1.078 -2.541 3.752
H -0.509 -2.764 2.097
H -2.921 -1.149 4.257
H -5.058 0.750 1.076
H -4.437 0.412 -1.115
H -3.096 -0.621 -1.581
H -3.966 2.715 -0.282
H -0.297 4.524 -1.561
H -0.714 5.702 0.382
H -1.836 5.045 1.581
H -2.040 6.703 0.990
H -1.591 6.321 -1.947
H -3.032 7.126 -1.320
H -3.197 5.777 -2.456
H -4.217 4.505 0.980
H -4.821 4.811 -0.662
H -4.414 6.159 0.402
H -5.825 2.102 2.712
H -6.931 1.566 3.980
H -6.832 0.659 2.468
H -3.960 2.064 4.465
H -3.673 0.609 5.430
H -5.161 1.536 5.659
H -6.324 -1.481 3.750
H -6.561 -0.536 5.231
H -5.087 -1.488 5.014
H 2.084 -3.314 2.529
H 3.396 -2.225 2.021
H 2.797 -3.439 0.889
H -1.214 1.588 5.900
H -0.283 2.284 7.225
H -0.102 0.569 6.839
H -0.331 3.333 4.328
H 1.406 3.635 4.179
H 0.561 4.070 5.673
H 2.503 0.970 6.581
H 2.076 2.589 7.157
H 3.029 2.403 5.685
H 4.744 5.195 -2.505
H 6.050 4.235 -1.798
H 6.038 5.996 -1.605
H 2.995 6.280 -1.004
H 4.281 7.097 -0.111
H 3.100 6.096 0.752
H 6.323 4.129 0.741
H 5.084 4.842 1.795
H 6.156 5.881 0.852
C 0.027 -5.657 2.870
C 0.466 -5.765 1.407
C -0.666 -5.679 0.397
C -1.680 -6.625 0.552
C -2.731 -6.725 -0.336
C -2.752 -5.892 -1.440
C -1.763 -4.940 -1.648
C -1.835 -4.131 -2.923
C -2.608 -2.825 -2.735
C -0.738 -4.797 -0.702
N 0.286 -3.788 -0.965
C 1.465 -4.262 -1.228
C 2.577 -3.423 -1.499
C 3.911 -3.738 -1.687
C 4.585 -2.514 -1.841
C 3.625 -1.517 -1.743
N 2.391 -2.049 -1.552
H 0.885 -5.777 3.537
H -0.695 -6.433 3.127
H -0.437 -4.697 3.081
H 0.948 -6.737 1.272
H 1.223 -5.025 1.203
H -1.620 -7.313 1.388
H -3.506 -7.467 -0.189
H -3.538 -5.991 -2.182
H -2.336 -4.737 -3.678
H -0.831 -3.922 -3.292
H -3.558 -3.010 -2.227
H -2.824 -2.330 -3.685
H -2.048 -2.137 -2.110
H 1.623 -5.339 -1.254
H 4.336 -4.733 -1.697
H 5.644 -2.365 -1.994
H 3.764 -0.445 -1.805
C -1.233 -2.945 -6.119
C 0.029 -2.099 -5.960
P 0.929 -2.256 -4.340
C 1.601 -3.956 -4.610
C 2.786 -4.218 -5.537
C 2.157 -0.892 -4.631
C 3.504 -1.131 -5.309
H -1.701 -2.749 -7.084
H -1.969 -2.719 -5.343
H -1.027 -4.017 -6.075
H -0.219 -1.045 -6.097
H 0.755 -2.347 -6.740
H 0.724 -4.484 -4.992
H 1.802 -4.401 -3.638
H 2.664 -3.753 -6.517
H 2.877 -5.293 -5.698
H 3.724 -3.870 -5.107
H 2.332 -0.418 -3.665
H 1.584 -0.167 -5.216
H 4.134 -1.802 -4.726
H 4.032 -0.179 -5.396
H 3.398 -1.539 -6.314

=====

# 3
180
Properties=species:S:1:pos:R:3 method="wB97M-V/def2-TZVPD" homo_lumo_gap_ev=7.954 smiles="CN(C)P(=O)(N(C)C)N(C)C.CN(C)P(=O)(N(C)C)N(C)C.CN(C)P(=O)(N(C)C)N(C)C.CN(C)P(=O)(N(C)C)N(C)C.CN(C)P(=O)(N(C)C)N(C)C.C[N+](=O)[O-].C[N+](=O)[O-].C[N+](=O)[O-].C[N+](=O)[O-].C[N+](=O)[O-]" spin_multiplicity=1 homo_ev=-8.04 de_lowest_kj_mol=0.0
C 12.386 13.290 15.498
N 13.610 12.661 15.163
C 14.562 13.611 14.698
P 14.270 11.224 15.942
O 14.707 11.305 17.363
N 12.903 10.155 15.917
C 12.517 9.393 17.095
C 12.127 9.802 14.734
N 15.407 10.487 14.878
C 16.776 10.520 15.326
C 15.177 9.977 13.464
H 12.473 13.836 16.437
H 11.723 12.431 15.605
H 11.914 13.971 14.789
H 14.494 13.760 13.621
H 15.588 13.302 14.898
H 14.467 14.506 15.313
H 11.870 9.914 17.801
H 11.982 8.504 16.760
H 13.379 8.987 17.624
H 11.906 10.627 14.057
H 12.594 9.032 14.120
H 11.122 9.475 14.998
H 17.316 9.730 14.805
H 17.286 11.465 15.133
H 16.785 10.199 16.367
H 14.904 8.924 13.397
H 16.076 10.079 12.855
H 14.461 10.624 12.957
C 13.211 22.053 16.730
N 14.418 21.538 16.030
C 14.433 21.589 14.574
P 15.555 20.488 16.804
O 15.199 19.071 16.604
N 17.079 21.017 16.170
C 17.480 22.442 16.356
C 18.101 20.046 15.995
N 15.623 21.015 18.486
C 15.999 20.073 19.535
C 15.652 22.466 18.836
H 12.601 22.677 16.078
H 13.525 22.671 17.571
H 12.623 21.245 17.166
H 13.521 22.050 14.194
H 14.467 20.579 14.166
H 15.352 22.089 14.268
H 16.619 23.044 16.068
H 17.821 22.567 17.383
H 18.301 22.741 15.704
H 18.982 20.275 16.595
H 17.773 19.025 16.190
H 18.441 20.041 14.960
H 15.496 20.260 20.484
H 15.830 19.020 19.308
H 17.069 20.197 19.706
H 15.447 23.058 17.944
H 16.540 22.700 19.424
H 14.911 22.775 19.574
C 17.345 21.258 12.151
N 18.102 21.949 11.127
C 17.417 22.357 9.863
P 19.668 22.622 11.456
O 20.189 23.299 10.263
N 19.529 23.580 12.866
C 20.786 24.108 13.493
C 18.439 24.575 12.889
N 20.581 21.284 11.912
C 21.318 20.528 10.892
C 20.307 20.572 13.138
H 17.542 20.198 11.992
H 16.277 21.471 12.186
H 17.703 21.435 13.166
H 16.375 22.042 9.809
H 17.956 21.929 9.019
H 17.325 23.443 9.818
H 20.510 24.560 14.445
H 21.614 23.416 13.647
H 21.194 24.829 12.785
H 18.150 24.719 13.930
H 18.758 25.513 12.436
H 17.646 24.185 12.251
H 22.061 19.889 11.369
H 20.589 19.911 10.367
H 21.757 21.170 10.129
H 21.203 20.042 13.462
H 19.620 19.733 13.032
H 19.920 21.264 13.886
C 8.111 12.957 9.569
N 9.250 13.655 10.042
C 9.852 14.592 9.109
P 10.202 12.915 11.305
O 9.560 11.895 12.213
N 11.590 12.249 10.529
C 12.782 11.869 11.301
C 11.333 11.290 9.439
N 10.742 14.329 12.154
C 9.868 14.849 13.187
C 11.797 15.231 11.690
H 7.612 13.470 8.747
H 7.354 12.859 10.347
H 8.428 11.959 9.264
H 10.300 14.005 8.307
H 10.432 15.401 9.552
H 9.005 15.143 8.700
H 12.538 10.975 11.875
H 13.664 11.698 10.685
H 13.032 12.598 12.071
H 10.543 11.629 8.769
H 12.215 10.846 8.977
H 10.849 10.403 9.847
H 10.156 15.871 13.435
H 8.868 14.929 12.759
H 9.835 14.130 14.005
H 12.701 15.151 12.293
H 11.506 16.281 11.671
H 12.208 14.941 10.723
C 15.973 13.664 21.439
N 16.954 14.225 20.494
C 17.960 13.089 20.162
P 17.016 15.821 19.894
O 16.151 16.785 20.601
N 18.693 16.184 19.826
C 19.233 17.205 18.950
C 19.504 16.006 21.073
N 16.550 15.615 18.301
C 17.157 14.691 17.379
C 15.339 16.205 17.864
H 15.177 14.399 21.561
H 16.516 13.456 22.361
H 15.529 12.714 21.141
H 17.365 12.183 20.042
H 18.663 12.853 20.960
H 18.528 13.286 19.253
H 20.283 16.931 18.841
H 18.782 17.062 17.968
H 19.195 18.236 19.300
H 19.059 16.670 21.814
H 19.393 14.960 21.358
H 20.543 16.315 20.963
H 16.939 13.673 17.701
H 16.851 14.870 16.348
H 18.247 14.721 17.380
H 15.432 16.471 16.811
H 15.218 17.156 18.383
H 14.466 15.578 18.046
C 17.965 13.787 11.442
N 16.934 13.086 10.629
O 17.010 13.290 9.429
O 16.087 12.350 11.203
H 18.423 14.578 10.848
H 18.693 13.132 11.922
H 17.534 14.356 12.266
C 13.841 18.798 8.881
N 14.006 18.713 10.377
O 14.458 19.686 10.945
O 13.579 17.801 10.967
H 12.826 18.493 8.628
H 14.527 18.029 8.527
H 14.120 19.820 8.623
C 18.048 18.751 9.368
N 17.631 19.379 8.107
O 18.519 19.887 7.454
O 16.468 19.438 7.834
H 19.068 18.916 9.718
H 17.977 17.674 9.219
H 17.249 19.036 10.052
C 12.118 18.453 17.517
N 12.046 17.755 16.209
O 12.128 16.563 16.283
O 12.319 18.465 15.252
H 12.026 17.845 18.417
H 11.210 19.056 17.519
H 12.961 19.142 17.553
C 14.915 17.390 13.650
N 15.827 16.904 12.522
O 16.707 17.646 12.224
O 15.677 15.786 12.105
H 14.598 18.357 13.259
H 15.444 17.412 14.602
H 14.052 16.727 13.712

=====

# 4
12
Properties=species:S:1:pos:R:3 method="wB97M-V/def2-TZVPD" homo_lumo_gap_ev="6.539 / 6.586" spin_multiplicity=1 homo_ev="-3.49 / -3.42" de_lowest_kj_mol=550.9 total_charge=-1
C -0.383 1.404 0.647
C 1.245 -1.976 0.398
C -0.633 0.304 0.026
O -1.492 -2.090 0.652
O -0.468 -1.541 -1.677
P -0.319 -1.403 -0.063
H -1.157 2.144 0.552
H 0.522 1.640 1.224
H 1.203 -1.739 1.443
H 2.006 -1.228 0.078
H -1.225 1.000 -1.775
H -1.204 -1.001 -1.857

=====

# 5
18
Properties=species:S:1:pos:R:3 method="wB97M-V/def2-TZVPD" homo_lumo_gap_ev=11.695 smiles="C[N+](C)=C(N)CO" spin_multiplicity=1 homo_ev=-14.68 de_lowest_kj_mol=213.1 total_charge=+1
C 1.156 -1.281 0.099
N 0.214 -0.322 -0.501
C 0.274 -0.339 -1.947
C -0.545 0.480 0.192
N -1.382 1.328 -0.261
C -0.408 0.568 1.857
O -1.034 1.677 2.544
H 2.070 -0.895 0.501
H 0.634 -1.797 0.984
H 1.371 -1.917 -0.841
H -0.641 0.029 -2.433
H 1.275 0.160 -2.216
H 0.421 -1.404 -2.283
H -1.578 1.399 -1.266
H -2.187 1.652 0.303
H -0.875 -0.297 2.278
H 0.713 0.495 1.992
H -0.449 2.349 2.890

=====

# 6
25
Properties=species:S:1:pos:R:3 method="wB97M-V/def2-TZVPD" homo_lumo_gap_ev=6.576 spin_multiplicity=1 homo_ev=-10.59 de_lowest_kj_mol=510.9 total_charge=+1
O 1.713 -2.196 0.889
C 1.236 -1.389 -0.094
O 1.767 -0.024 -0.364
C 1.220 0.945 0.634
C -0.143 1.720 0.053
C -1.416 0.949 0.814
C -2.876 1.295 0.148
P -4.243 0.154 0.860
S -3.449 -1.604 1.794
H 0.357 -1.832 -0.748
H 0.896 0.276 1.567
H 2.028 1.691 1.037
H -0.206 1.613 -1.133
H -0.083 2.856 0.344
H -1.171 -0.213 0.687
H -1.330 1.262 1.957
H -3.227 2.410 0.391
H -2.882 1.223 -1.041
H -5.029 -0.358 -0.269
H -3.517 -2.735 0.919
N 4.071 -1.209 -1.689
H 3.840 -2.209 -1.724
H 3.313 -0.699 -1.221
H 4.945 -1.077 -1.168
H 4.185 -0.851 -2.645

=====

# 7
38
Properties=species:S:1:pos:R:3 method="wB97M-V/def2-TZVPD" homo_lumo_gap_ev=9.553 smiles=COCCCNC[C@H](O)COc1ccccc1F spin_multiplicity=1 homo_ev=-8.71 de_lowest_kj_mol=0.0
C -2.397 0.851 -0.937
O -2.113 0.790 0.433
C -2.284 2.032 1.084
C -2.035 1.868 2.580
C -0.540 1.770 2.934
N 0.193 0.693 2.310
C -0.230 -0.643 2.684
C 0.841 -1.647 2.221
O 2.119 -1.183 2.548
C 0.728 -1.957 0.714
O 0.877 -0.760 -0.018
C 0.762 -0.795 -1.364
C 0.545 -1.930 -2.139
C 0.440 -1.832 -3.517
C 0.549 -0.610 -4.154
C 0.765 0.535 -3.402
C 0.867 0.431 -2.034
F 1.062 1.552 -1.302
H -1.746 1.571 -1.448
H -3.441 1.140 -1.112
H -2.222 -0.144 -1.344
H -1.591 2.776 0.659
H -3.312 2.392 0.914
H -2.459 2.727 3.102
H -2.556 0.970 2.918
H -0.444 1.659 4.019
H -0.046 2.702 2.642
H 0.141 0.784 1.300
H -1.205 -0.934 2.266
H -0.292 -0.679 3.777
H 0.705 -2.601 2.746
H 2.100 -0.227 2.379
H -0.251 -2.412 0.511
H 1.522 -2.665 0.442
H 0.459 -2.896 -1.669
H 0.272 -2.728 -4.095
H 0.467 -0.542 -5.227
H 0.854 1.505 -3.865